Entry 1:
# C20H32Cl6N6O6

A 10-piece molecular cluster, C20H32Cl6N6O6 overall (wB97M-V/def2-TZVPD, the OMol25 dataset).

XYZ file:
```
70
Properties=species:S:1:pos:R:3
C 2.766 -1.279 2.015
C 4.082 -1.075 1.385
N 5.107 -0.897 0.826
H 2.457 -2.321 1.941
H 2.028 -0.672 1.492
H 2.813 -0.951 3.054
C -4.189 -2.305 -1.206
C -2.991 -3.064 -0.888
N -2.010 -3.635 -0.668
H -4.942 -2.547 -0.456
H -4.535 -2.551 -2.210
H -4.011 -1.245 -1.023
C 0.202 3.290 -2.224
C 1.633 3.494 -2.062
N 2.775 3.677 -1.915
H -0.033 3.846 -3.132
H -0.371 3.563 -1.337
H -0.035 2.258 -2.481
C -1.562 -1.428 6.384
C -2.353 -0.469 5.590
N -2.922 0.309 4.942
H -1.966 -1.398 7.396
H -0.577 -1.014 6.596
H -1.632 -2.333 5.780
C -1.907 3.483 4.793
C -2.852 4.457 4.374
N -3.645 5.246 4.064
H -0.981 4.052 4.874
H -1.822 2.853 3.907
H -2.194 2.944 5.696
C 2.494 2.940 1.959
C 1.356 2.260 2.613
N 0.517 1.676 3.155
H 2.002 3.798 1.501
H 2.944 2.263 1.232
H 3.199 3.274 2.720
C 3.144 -2.826 -5.180
O 3.822 -2.223 -4.074
C 3.437 -1.066 -3.606
O 2.430 -0.396 -4.011
O 4.297 -0.632 -2.670
C 4.102 0.666 -2.152
H 2.932 -3.853 -4.885
H 4.016 -2.761 -5.831
H 2.267 -2.348 -5.617
H 3.232 0.833 -1.517
H 4.171 1.362 -2.987
H 4.921 0.959 -1.495
C -0.221 -0.562 -2.671
O -1.257 -0.360 -1.711
C -0.988 0.114 -0.443
O 0.062 0.552 -0.043
O -2.196 0.201 0.231
C -2.305 0.946 1.467
H 0.335 0.333 -2.949
H -0.556 -0.887 -3.656
H 0.554 -1.204 -2.253
H -3.342 0.951 1.805
H -1.931 1.965 1.364
H -1.854 0.504 2.355
C -2.694 -0.632 -6.569
Cl -2.164 -1.437 -8.039
Cl -1.520 0.490 -5.853
Cl -3.013 -1.894 -5.393
H -3.600 -0.113 -6.883
C -0.998 -3.487 2.817
Cl -2.628 -3.564 3.477
Cl 0.061 -4.492 3.765
Cl -0.461 -1.807 2.730
H -0.900 -3.832 1.788
```

Summary:
**Multiplicity**: 2
**LUMO (alpha / beta)**: -0.135 / -0.363 Eh
**Total energy**: -4321.92734 a.u.
**Frontier orbital gap (alpha / beta)**: 8.9 / 2.7 eV
**HOMO (alpha / beta)**: -12.539 / -12.539 eV
**Total charge**: +1

Löwdin atomic charge list, values in e, 8 entries: number 1, C, carries -0.101; number 2, C, carries -0.249; number 3, N, carries 0.121; number 4, H, carries 0.069; number 5, H, carries 0.038; number 6, H, carries 0.087; number 7, C, carries -0.051; number 8, C, carries -0.269


Entry 2:
# C20H32CoFN7SSi

C20H32CoFN7SSi as an isolated structure (wB97M-V/def2-TZVPD, the OMol25 dataset).

XYZ file:
```
63
Properties=species:S:1:pos:R:3
Co 0.021 -0.466 -0.432
C 0.713 4.307 -0.261
Si 0.452 2.708 0.691
C 1.444 2.617 2.283
C -1.358 2.781 1.232
N 0.953 1.210 -0.095
C 2.190 1.369 -0.816
C 3.367 1.958 -0.255
C 4.537 2.005 -0.929
C 4.691 1.651 -2.273
C 3.575 0.979 -2.833
C 2.409 0.843 -2.133
F 1.401 0.058 -2.792
H -0.070 5.010 0.086
H 0.760 4.269 -1.361
H 1.661 4.819 0.111
H 1.074 3.446 2.916
H 2.497 2.841 2.116
H 1.269 1.753 2.922
H -1.456 3.893 1.514
H -1.468 2.200 2.157
H -2.211 2.661 0.506
H 3.441 2.295 0.776
H 5.370 2.327 -0.343
H 5.647 1.650 -2.822
H 3.567 0.627 -3.908
N 4.147 -2.733 1.475
C 2.739 -2.888 0.947
C 2.686 -2.119 -0.356
N 1.320 -2.066 -0.959
H 4.220 -3.327 2.271
H 4.366 -1.823 1.939
H 4.847 -3.022 0.753
H 1.997 -2.582 1.733
H 2.507 -4.028 0.774
H 3.361 -2.566 -1.043
H 3.079 -1.133 -0.170
H 0.857 -2.965 -0.708
H 1.436 -2.092 -1.973
N -5.785 1.191 0.290
C -5.021 0.568 -0.385
C -4.036 -0.084 -1.265
C -4.243 -0.540 -2.567
C -3.130 -0.865 -3.371
C -1.829 -0.674 -2.877
N -1.619 -0.472 -1.526
C -2.725 -0.103 -0.749
H -5.262 -0.646 -2.908
H -3.290 -1.431 -4.294
H -0.878 -0.649 -3.455
H -2.531 0.227 0.264
S -0.507 -1.373 1.838
C -2.187 -1.587 1.848
N -3.130 -0.845 2.423
C -4.450 -1.434 2.275
C -4.196 -2.775 1.502
N -2.727 -2.770 1.286
H -2.935 0.140 2.674
H -5.170 -0.748 1.755
H -4.898 -1.648 3.237
H -4.691 -2.809 0.543
H -4.554 -3.684 2.020
H -2.244 -3.456 0.704
```

Summary:
**Multiplicity**: 5
**LUMO (alpha / beta)**: -0.305 / -0.405 Eh
**Total energy**: -3333.95498 a.u.
**Energy above the lowest of the compared OMol25 structures with the same formula, charge and spin**: 4.6 kcal per mole
**Frontier orbital gap (alpha / beta)**: 9.0 / 6.5 eV
**HOMO (alpha / beta)**: -17.327 / -17.494 eV
**Total charge**: +3

Löwdin atomic charge list, values in e, 8 entries: number 1, Co, carries 0.553; number 2, C, carries -0.145; number 3, Si, carries 0.435; number 4, C, carries -0.145; number 5, C, carries -0.173; number 6, N, carries -0.055; number 7, C, carries -0.242; number 8, C, carries -0.030


Entry 3:
# C20H32F11O10PS

A 3-piece molecular cluster, C20H32F11O10PS overall (wB97M-V/def2-TZVPD, the OMol25 dataset).

XYZ file:
```
75
Properties=species:S:1:pos:R:3
C -0.414 0.937 4.268
P 0.160 0.631 2.521
O 1.508 1.614 2.274
C -1.265 1.281 1.417
O -1.619 2.566 1.938
C -0.763 1.515 -0.049
C 0.223 0.467 -0.585
C 0.751 0.837 -1.980
O 0.609 0.173 -2.893
F 1.415 2.006 -2.111
S -2.276 1.669 -1.081
O -2.227 3.004 -1.578
O -2.273 0.766 -2.180
O -3.587 1.623 -0.114
C -3.702 0.517 0.772
C -4.724 0.997 1.868
O -4.168 1.906 2.798
O -4.522 1.443 4.068
C -4.341 -0.759 0.178
F -3.639 -1.306 -0.802
F -4.368 -1.697 1.157
C -5.838 -0.695 -0.325
F -6.723 -0.814 0.657
F -5.967 -1.888 -0.958
C -6.234 0.351 -1.415
F -5.227 0.640 -2.226
F -7.119 -0.260 -2.209
C -6.917 1.694 -0.995
F -7.644 1.649 0.105
F -7.754 2.018 -1.978
F -6.088 2.709 -0.906
C -2.383 0.211 1.543
F -1.797 -0.971 1.115
H -0.154 1.981 4.522
H -1.497 0.813 4.358
H 0.144 0.288 4.950
H 1.859 1.819 3.157
H -0.818 3.015 2.240
H -0.249 2.481 -0.040
H -0.200 -0.534 -0.703
H 1.120 0.350 0.043
H -5.511 1.533 1.310
H -5.206 0.165 2.389
H -3.840 0.804 4.334
H -2.557 0.057 2.615
C 4.142 -2.643 1.865
C 3.681 -1.363 2.541
O 3.178 -1.559 3.853
C 4.087 -2.099 4.797
C 5.313 -1.234 5.031
H 3.346 -3.389 1.875
H 4.426 -2.443 0.831
H 5.006 -3.078 2.369
H 2.859 -0.935 1.966
H 4.480 -0.613 2.548
H 4.374 -3.116 4.508
H 3.531 -2.188 5.732
H 5.938 -1.169 4.138
H 5.924 -1.651 5.833
H 5.021 -0.218 5.301
C 2.318 -1.323 -5.302
C 3.586 -1.091 -4.501
O 4.765 -1.544 -5.147
C 5.067 -0.937 -6.390
C 5.285 0.564 -6.301
H 2.230 -2.373 -5.587
H 1.446 -1.042 -4.715
H 2.306 -0.732 -6.220
H 3.523 -1.651 -3.566
H 3.686 -0.035 -4.225
H 4.294 -1.177 -7.128
H 5.987 -1.410 -6.738
H 4.371 1.089 -6.018
H 5.609 0.957 -7.266
H 6.044 0.797 -5.552
```

Summary:
**LUMO**: -0.004 Eh
**Total energy**: -3371.53701 a.u.
**Frontier orbital gap**: 8.7 eV
**HOMO**: -8.845 eV
**Total charge**: 0

Löwdin atomic charge list, values in e, 8 entries: number 1, C, carries -0.220; number 2, P, carries 0.973; number 3, O, carries -0.296; number 4, C, carries -0.505; number 5, O, carries -0.030; number 6, C, carries -0.232; number 7, C, carries -0.073; number 8, C, carries -0.489


Entry 4:
# C20H32F5N7OP

A 7-piece molecular cluster, C20H32F5N7OP overall (wB97M-V/def2-TZVPD, the OMol25 dataset).

XYZ file:
```
66
Properties=species:S:1:pos:R:3
C 0.524 4.545 -2.137
P -0.394 2.890 -1.880
O -1.490 3.217 -0.527
N 0.754 1.551 -1.439
C 2.119 2.164 -1.227
C 3.290 1.085 -0.772
C 2.790 0.445 0.661
C 1.371 -0.365 0.303
C 0.236 0.722 -0.273
C -1.087 -0.176 -0.622
F -0.816 -1.623 -0.281
F -1.443 -0.197 -2.086
C -2.455 0.228 0.175
F -2.266 0.947 1.454
F -3.355 0.897 -0.797
F -3.141 -1.070 0.531
H 0.789 4.951 -1.046
H -0.188 5.381 -2.600
H 1.524 4.476 -2.742
H -1.775 4.175 -0.701
H 0.837 0.941 -2.308
H 2.094 3.008 -0.412
H 2.472 2.561 -2.297
H 4.353 1.596 -0.634
H 3.342 0.242 -1.613
H 2.656 1.244 1.505
H 3.575 -0.399 0.938
H 1.044 -0.869 1.310
H 1.687 -1.152 -0.536
H 0.089 1.489 0.623
C 3.856 2.480 5.083
C 4.104 1.534 3.919
N 4.310 0.750 2.954
H 3.133 2.039 5.774
H 4.791 2.667 5.617
H 3.460 3.430 4.713
C 1.528 -2.011 4.827
C 2.006 -0.943 5.797
N 2.402 -0.057 6.602
H 2.192 -2.878 4.870
H 0.514 -2.326 5.089
H 1.525 -1.615 3.808
C 3.123 -3.704 -2.653
C 3.601 -2.636 -1.683
N 3.997 -1.750 -0.878
H 3.787 -4.571 -2.610
H 2.109 -4.019 -2.391
H 3.120 -3.308 -3.672
C -0.790 -4.792 -3.956
C 0.391 -5.609 -3.459
N 1.371 -6.287 -3.046
H -1.408 -5.398 -4.624
H -1.399 -4.463 -3.109
H -0.433 -3.913 -4.500
C -5.969 -2.381 1.570
C -6.877 -2.950 2.648
N -7.631 -3.422 3.542
H -5.018 -2.071 2.010
H -5.778 -3.139 0.806
H -6.445 -1.515 1.102
C -5.527 3.074 -2.229
C -4.354 3.796 -2.872
N -3.381 4.395 -3.405
H -5.852 2.248 -2.868
H -5.231 2.674 -1.255
H -6.361 3.767 -2.091
```

Summary:
**LUMO**: -0.109 Eh
**Total energy**: -2079.84380 a.u.
**Frontier orbital gap**: 9.5 eV
**HOMO**: -12.498 eV
**Total charge**: +1

Löwdin atomic charge list, values in e, 8 entries: number 1, C, carries -0.287; number 2, P, carries 0.981; number 3, O, carries -0.338; number 4, N, carries -0.256; number 5, C, carries -0.201; number 6, C, carries -0.163; number 7, C, carries -0.232; number 8, C, carries -0.105


Entry 5:
# C20H32F6N3O6S2

A 3-piece molecular cluster, C20H32F6N3O6S2 overall (wB97M-V/def2-TZVPD, the OMol25 dataset).

XYZ file:
```
69
Properties=species:S:1:pos:R:3
C 2.170 -1.530 -3.413
C 1.241 -2.160 -4.607
C 0.109 -1.131 -5.213
C -1.397 -1.447 -4.559
S -1.269 -1.096 -2.718
C -1.747 -2.589 -1.673
C -0.492 -3.535 -1.214
S -0.166 -5.021 -2.303
C -1.671 -5.529 -3.297
N -1.912 -5.704 -4.780
N -3.283 -6.050 -4.787
C -3.904 -6.096 -3.408
O -2.849 -5.758 -2.431
C -2.546 0.226 -2.194
C -2.053 0.674 -0.660
O -2.858 0.433 0.379
N -0.663 1.290 -0.588
C 0.124 0.809 0.610
C -0.715 2.798 -0.684
H 2.732 -0.545 -3.729
H 1.607 -1.298 -2.412
H 2.983 -2.357 -3.147
H 1.979 -2.432 -5.504
H 0.688 -3.153 -4.331
H 0.414 0.004 -5.109
H 0.024 -1.334 -6.386
H -2.130 -0.690 -5.109
H -1.787 -2.525 -4.814
H -2.621 -3.141 -2.222
H -2.226 -2.141 -0.675
H 0.502 -2.877 -1.220
H -0.713 -3.861 -0.089
H -4.987 -6.334 -3.032
H -2.588 1.125 -2.941
H -3.608 -0.306 -2.097
H -0.416 0.963 1.636
H 1.157 1.388 0.674
H 0.401 -0.329 0.490
H 0.267 3.159 -1.239
H -1.629 3.141 -1.348
H -0.721 3.327 0.371
C 3.644 6.097 3.400
C 2.429 5.447 2.765
O 2.496 5.542 1.334
C 3.262 4.598 0.702
O 3.876 3.710 1.288
C 3.205 4.786 -0.813
F 3.339 6.090 -1.189
F 2.021 4.359 -1.339
F 4.182 4.101 -1.473
H 3.754 7.130 3.052
H 3.558 6.098 4.490
H 4.562 5.570 3.126
H 1.524 5.979 3.077
H 2.315 4.405 3.084
C -2.292 -1.553 4.429
C -0.780 -1.501 4.299
O -0.236 -0.486 5.157
C -0.055 -0.840 6.469
O -0.334 -1.945 6.925
C 0.574 0.311 7.253
F -0.003 1.516 6.978
F 1.902 0.454 6.978
F 0.482 0.149 8.604
H -2.729 -0.567 4.243
H -2.717 -2.268 3.718
H -2.591 -1.849 5.439
H -0.511 -1.228 3.273
H -0.323 -2.475 4.503
```

Summary:
**LUMO**: -0.139 Eh
**Total energy**: -2791.95887 a.u.
**Frontier orbital gap**: 8.3 eV
**HOMO**: -12.071 eV
**Total charge**: +1

Löwdin atomic charge list, values in e, 8 entries: number 1, C, carries -0.141; number 2, C, carries -0.256; number 3, C, carries -0.233; number 4, C, carries -0.324; number 5, S, carries 1.047; number 6, C, carries -0.359; number 7, C, carries -0.481; number 8, S, carries 0.876


Entry 6:
# C20H32FO20P

A 6-piece molecular cluster, C20H32FO20P overall (wB97M-V/def2-TZVPD, the OMol25 dataset).

XYZ file:
```
74
Properties=species:S:1:pos:R:3
C -3.197 -2.070 -1.343
C -2.870 -0.996 -0.329
O -3.018 0.287 -0.919
O -2.306 1.192 -0.071
P -0.760 1.331 -0.541
O -0.399 2.738 -0.558
O -0.687 0.674 -1.945
O 0.057 0.467 0.483
C 1.327 -0.080 0.011
C 1.224 -1.593 -0.216
C 1.725 -2.071 -1.544
F 1.173 -1.368 -2.615
H -3.984 -2.702 -0.977
H -2.309 -2.658 -1.492
H -3.475 -1.617 -2.285
H -1.850 -1.145 0.003
H -3.516 -1.067 0.535
H -0.570 1.357 -2.624
H 1.715 0.451 -0.848
H 2.011 0.107 0.823
H 1.858 -2.070 0.522
H 0.222 -1.930 0.011
H 1.441 -3.109 -1.663
H 2.801 -1.990 -1.627
O 0.996 3.982 -6.382
C 1.199 2.849 -6.107
O 2.318 2.157 -6.444
C 2.300 0.908 -5.745
C 0.824 0.711 -5.477
O 0.340 2.056 -5.409
H 2.732 0.119 -6.355
H 2.883 1.008 -4.828
H 0.316 0.193 -6.292
H 0.631 0.184 -4.545
O -2.343 -3.728 0.871
C -2.147 -4.806 0.413
O -0.973 -5.201 -0.133
C -1.042 -6.612 -0.363
C -2.535 -6.849 -0.460
O -3.063 -5.800 0.360
H -0.506 -6.880 -1.269
H -0.589 -7.128 0.485
H -2.913 -6.725 -1.476
H -2.840 -7.821 -0.083
O -2.182 6.587 4.485
C -1.998 5.657 3.773
O -1.469 5.731 2.526
C -1.189 4.396 2.081
C -2.144 3.572 2.914
O -2.288 4.370 4.096
H -1.365 4.296 1.015
H -0.144 4.162 2.288
H -3.121 3.460 2.441
H -1.755 2.587 3.158
O 5.954 4.490 2.722
C 4.909 4.821 2.272
O 3.930 3.964 1.883
C 2.750 4.728 1.616
C 3.312 6.099 1.311
O 4.524 6.107 2.074
H 2.194 4.302 0.783
H 2.119 4.723 2.507
H 3.559 6.224 0.255
H 2.657 6.908 1.620
O 1.623 -4.460 1.595
C 0.884 -3.901 2.340
O 1.261 -2.944 3.222
C 0.073 -2.347 3.759
C -0.957 -3.439 3.556
O -0.447 -4.127 2.410
H 0.216 -2.081 4.803
H -0.156 -1.445 3.188
H -1.000 -4.135 4.395
H -1.954 -3.055 3.360
```

Summary:
**LUMO**: 0.007 Eh
**Total energy**: -2727.36364 a.u.
**Frontier orbital gap**: 10.9 eV
**HOMO**: -10.744 eV
**Total charge**: 0

Löwdin atomic charge list, values in e, 8 entries: number 1, C, carries -0.047; number 2, C, carries -0.256; number 3, O, carries -0.108; number 4, O, carries -0.149; number 5, P, carries 0.328; number 6, O, carries -0.220; number 7, O, carries -0.056; number 8, O, carries -0.167


Entry 7:
# C20H32N2O2

A 2-piece molecular cluster, C20H32N2O2 overall (wB97M-V/def2-TZVPD, the OMol25 dataset).

XYZ file:
```
56
Properties=species:S:1:pos:R:3
C 2.164 -0.900 1.872
O 1.282 -1.800 1.164
C 0.950 -1.161 -0.093
C -0.248 -1.875 -0.818
C -1.536 -2.035 0.120
C -1.824 -0.570 0.708
C -3.347 -0.427 1.066
C -3.761 1.022 1.625
N -2.830 2.019 1.020
C -3.026 2.341 -0.306
C -2.139 3.269 -0.988
C -1.029 3.842 -0.207
C 0.026 4.805 -0.787
C 1.037 4.197 -1.698
C 2.096 5.009 -2.262
N 2.163 6.348 -1.941
C 1.235 6.968 -1.125
C 0.127 6.241 -0.499
C -0.905 3.484 1.215
C -1.843 2.545 1.816
H 2.660 -0.178 1.161
H 1.564 -0.364 2.664
H 2.999 -1.504 2.324
H 0.761 -0.055 0.091
H 1.902 -1.189 -0.711
H -0.580 -1.156 -1.632
H 0.035 -2.829 -1.329
H -1.387 -2.796 0.924
H -2.389 -2.254 -0.575
H -1.468 0.138 -0.096
H -1.133 -0.397 1.586
H -3.534 -1.133 1.930
H -4.038 -0.760 0.250
H -4.786 1.243 1.207
H -3.818 1.066 2.738
H -3.880 1.860 -0.831
H -2.291 3.495 -2.066
H 0.998 3.109 -1.933
H 2.865 4.535 -2.915
H 2.940 6.882 -2.351
H 1.418 8.059 -0.945
H -0.616 6.737 0.167
H -0.090 3.935 1.826
H -1.802 2.231 2.891
C 2.185 -4.818 0.206
C 1.617 -6.192 -0.115
C 2.693 -7.129 -0.641
O 0.582 -6.061 -1.091
H 2.604 -4.349 -0.690
H 1.399 -4.156 0.572
H 2.969 -4.882 0.965
H 1.164 -6.621 0.781
H 3.130 -6.740 -1.566
H 2.269 -8.106 -0.878
H 3.492 -7.263 0.091
H 0.973 -5.683 -1.889
```

Summary:
**LUMO**: -0.289 Eh
**Total energy**: -1040.60001 a.u.
**Frontier orbital gap**: 5.2 eV
**HOMO**: -13.027 eV
**Total charge**: +2

Löwdin atomic charge list, values in e, 8 entries: number 1, C, carries -0.102; number 2, O, carries -0.232; number 3, C, carries -0.256; number 4, C, carries -0.156; number 5, C, carries -0.152; number 6, C, carries -0.218; number 7, C, carries -0.144; number 8, C, carries -0.091


Strongest force on any atom (computed, eV/A): 4.13, 5.01, 4.68, 10.37, 8.38, 1.82, 2.63